Density functional theory data (ωB97M-V/def2-TZVPD) for the ion C7H12NO2 with charge +1 in a non-equilibrium geometry.

```
22
Properties=species:S:1:pos:R:3:lowdin_charge:R:1
C -1.327 1.216 0.157 -0.304
H 1.898 -0.255 0.033 0.136
C -0.176 -2.059 0.753 -0.097
N 1.958 -1.225 -0.211 -0.031
O -0.631 1.159 -0.958 0.158
H -1.462 3.823 -1.220 0.115
H -3.133 3.824 -0.159 0.127
H 3.604 -1.096 -1.578 0.098
H -2.740 2.781 -1.664 0.131
C -1.480 0.239 1.197 0.018
H 3.430 -2.677 -0.788 0.106
C 1.060 -2.167 0.182 -0.079
H 1.558 -3.214 -0.044 0.174
C 3.315 -1.558 -0.611 -0.079
C -2.329 3.291 -0.712 -0.023
O -2.012 2.360 0.343 -0.037
H -0.528 -3.089 1.013 0.122
H -0.525 2.081 -1.346 0.156
H 4.064 -1.340 0.167 0.095
H -1.535 -1.638 2.119 0.130
C -1.063 -1.095 1.273 -0.027
H -1.947 0.638 2.054 0.110
```

**Calculated total energy**: -478.81846 Ha
**Charge**: +1
**Structure (SMILES)**: C/[NH+]=C/C=C\C=C(/O)OC
**LUMO energy**: -4.7 eV
**Gap between HOMO and LUMO**: 7.395 eV


Density functional theory data (ωB97M-V/def2-TZVPD) for a cluster of 7 separate species, C14H38F6N2O9S2 in total in a non-equilibrium geometry.

```
71
Properties=species:S:1:pos:R:3:lowdin_charge:R:1
C -2.219 3.357 6.129 -0.072
H -6.690 0.787 -2.183 0.087
H -5.430 3.617 -1.948 0.076
H 1.995 -1.981 -1.240 0.150
F -0.701 -5.338 -0.955 0.196
H -6.204 1.636 -3.758 0.085
H 2.974 -3.785 3.683 0.081
O -3.485 -4.125 -5.194 -0.318
H -2.245 3.777 3.382 0.069
O -1.129 -4.924 -5.203 -0.312
C -4.642 1.586 -2.279 -0.564
O -2.912 -6.208 -3.151 -0.321
H -1.526 3.984 6.690 0.083
H -5.527 2.646 -0.572 0.078
H 4.234 4.265 0.005 0.075
H 2.671 -2.676 5.041 0.087
O 2.999 -1.124 3.093 -0.033
C 4.500 3.548 -0.771 -0.038
C 3.436 5.083 -2.653 -0.071
H 4.586 -2.266 2.689 0.144
S -2.089 -3.954 -4.685 0.518
N 1.161 -1.417 -1.158 0.369
H -0.599 3.939 3.796 0.077
F -0.456 -1.957 -4.773 0.132
C -1.919 -5.057 -0.776 -0.717
H 5.409 -0.491 3.755 0.089
H -5.560 0.067 -3.245 0.077
F -2.558 -5.961 -0.051 0.157
F -1.350 -2.604 -6.575 0.191
H 2.739 5.141 -3.488 0.077
C -1.560 -2.347 -5.348 -0.774
H 5.556 3.720 -0.980 0.074
H -2.801 2.791 6.856 0.079
H -3.901 3.209 -1.113 0.072
C 3.631 3.686 -2.065 -0.446
C -5.905 1.040 -2.896 -0.049
H 4.398 -0.690 5.276 0.093
N -1.873 -3.664 -3.210 -0.325
C -1.400 3.201 3.759 -0.072
O 2.298 3.098 -1.997 -0.092
H -2.264 1.553 4.818 0.140
H -2.938 4.088 5.757 0.076
O -4.187 -4.296 -2.268 -0.306
C -4.876 2.836 -1.426 -0.060
H -3.768 -0.130 -1.970 0.095
H 1.655 3.797 -2.138 0.066
H 4.194 -3.503 5.029 0.080
F -1.953 -3.833 -0.222 0.095
H 4.354 5.383 -3.158 0.082
H 0.450 -1.997 -1.579 0.148
H 4.031 3.071 -2.871 0.123
H -4.038 1.973 -3.099 0.128
H 5.531 -1.858 4.935 0.080
H 4.969 -4.547 -2.580 0.031
H 1.312 -0.551 -1.656 0.154
O 4.231 -4.652 -1.979 -0.057
H 4.417 2.502 -0.476 0.068
H -1.255 2.533 2.909 0.068
F -2.541 -1.426 -5.134 0.106
S -2.883 -4.869 -2.490 0.692
C -1.676 2.434 5.076 -0.436
C 3.434 -3.078 4.374 -0.050
C 4.867 -1.167 4.416 -0.080
O -0.375 1.994 5.539 -0.087
O -3.997 0.672 -1.495 -0.026
H 0.172 2.689 5.912 0.076
H 2.602 -0.652 3.829 0.100
H 1.085 -1.172 -0.182 0.156
H 3.023 5.820 -1.964 0.084
H 4.542 -5.275 -1.323 0.031
C 3.974 -1.945 3.532 -0.590
```

**Calculated total energy**: -2738.24424 Ha
**LUMO energy**: -1.5 eV
**Gap between HOMO and LUMO**: 6.842 eV


The highest gap between HOMO and LUMO belongs to which entry? C7H12NO2